Entry 1:
Below is a molecular structure, C12H26BIrN8 in a non-equilibrium geometry, with properties calculated with wB97M-V/def2-TZVPD.

XYZ file:
```
48
Properties=species:S:1:pos:R:3:nbo_charge:R:1
Ir 0.126 0.479 -0.393 1.107
C -2.426 2.110 0.473 -0.252
C -1.211 2.959 0.786 -0.238
N -0.016 2.140 1.075 -0.576
C 0.089 1.537 2.420 -0.249
C -0.841 0.352 2.599 -0.247
N -0.887 -0.503 1.383 -0.577
C -2.243 -0.972 1.002 -0.250
C -2.781 -0.245 -0.239 -0.248
N -2.068 1.027 -0.469 -0.589
H -2.841 1.666 1.374 0.216
H -3.201 2.755 0.059 0.251
H -0.975 3.572 -0.085 0.217
H -1.437 3.633 1.616 0.241
H 0.785 2.758 0.977 0.415
H 1.116 1.194 2.534 0.238
H -0.107 2.276 3.202 0.237
H -0.488 -0.223 3.455 0.253
H -1.847 0.682 2.844 0.215
H -0.297 -1.315 1.539 0.432
H -2.205 -2.036 0.774 0.251
H -2.918 -0.858 1.849 0.226
H -2.614 -0.873 -1.109 0.242
H -3.857 -0.085 -0.149 0.233
H -2.280 1.337 -1.413 0.415
B 2.149 -2.525 -0.951 0.121
N 0.768 -2.305 -1.593 -0.257
C 0.143 -3.252 -2.299 0.040
C -0.940 -2.693 -2.962 -0.303
C -0.917 -1.361 -2.589 -0.067
N 0.121 -1.142 -1.761 -0.334
N 2.649 -1.354 -0.084 -0.254
C 3.825 -1.395 0.552 0.035
C 4.044 -0.189 1.196 -0.306
C 2.922 0.564 0.899 -0.063
N 2.089 -0.155 0.129 -0.325
H 2.147 -3.550 -0.318 -0.007
H 2.956 -2.716 -1.828 -0.006
H 0.507 -4.265 -2.301 0.259
H -1.634 -3.178 -3.624 0.264
H -1.564 -0.558 -2.906 0.210
H 4.443 -2.276 0.505 0.259
H 4.890 0.103 1.792 0.265
H 2.700 1.581 1.179 0.202
N 0.915 1.694 -2.069 -0.951
H 1.932 1.670 -2.026 0.426
H 0.630 2.668 -2.092 0.406
H 0.648 1.269 -2.955 0.423
```

Computed properties:
* HOMO: -14.288 eV
* frontier orbital gap: 7.90 eV
* F_max: 0.0376 hartree/bohr
* 2S+1: 1
* electronic energy: -1039.62903 Eh
* charge: +2

***

Entry 2:
Below is 2 unconnected molecules or ions with the total composition CH2BrNO4 in a non-equilibrium geometry, with properties calculated with wB97M-V/def2-TZVPD.

XYZ file:
```
9
Properties=species:S:1:pos:R:3:nbo_charge:R:1
C 0.214 -0.350 0.340 0.814
N -1.045 -0.432 -0.397 0.253
O -2.027 0.021 0.348 -0.529
O -1.204 -0.902 -1.534 -0.336
O 0.136 0.276 1.349 -0.604
O 1.164 -0.986 -0.272 -0.624
Br 2.627 2.259 -0.812 0.005
H -1.769 0.548 1.104 0.517
H 1.904 -0.434 -0.125 0.503
```

Computed properties:
* HOMO (alpha / beta): -10.903 / -8.486 eV
* frontier orbital gap (alpha / beta): 10.52 / 4.16 eV
* F_max: 0.0858 hartree/bohr
* 2S+1: 1
* electronic energy: -2968.86730 Eh
* charge: 0

***

Entry 3:
Below is a molecular structure, C4H3NO in a non-equilibrium geometry, with properties calculated with wB97M-V/def2-TZVPD.

XYZ file:
```
9
Properties=species:S:1:pos:R:3:nbo_charge:R:1
C -1.578 -0.934 0.093 0.115
C 1.475 -0.093 -0.347 -0.443
C 0.619 0.600 0.330 -0.202
C -1.366 0.450 -0.026 0.507
N -1.457 -2.109 0.135 -0.204
O -1.933 1.462 -0.182 -0.425
H 2.430 0.247 -0.130 0.224
H 1.078 -0.623 -1.222 0.222
H 0.732 0.999 1.349 0.206
```

Computed properties:
* HOMO: -9.620 eV
* frontier orbital gap: 8.79 eV
* F_max: 0.1172 hartree/bohr
* 2S+1: 1
* electronic energy: -284.06733 Eh
* charge: 0

***

Entry 4:
Below is a single C17H20N2O5S molecule in a non-equilibrium geometry, with properties calculated with wB97M-V/def2-TZVPD.

XYZ file:
```
45
Properties=species:S:1:pos:R:3:nbo_charge:R:1
C 4.394 6.887 -1.559 -0.634
C 4.048 6.521 -0.124 -0.076
H 3.013 6.795 0.102 0.199
H 4.726 7.000 0.585 0.189
O 4.213 5.115 0.098 -0.503
C 3.205 4.329 -0.258 0.798
O 2.149 4.700 -0.692 -0.594
C 3.558 2.863 -0.018 -0.332
N 2.722 2.023 -0.838 -0.464
C 2.803 2.120 -2.199 0.550
O 3.597 2.774 -2.815 -0.583
S 1.560 1.074 -2.909 0.273
C 0.954 0.591 -1.319 -0.341
C -0.105 -0.267 -1.240 -0.143
C -0.774 -0.792 -0.125 0.210
C -0.673 -0.662 1.252 -0.196
C -1.661 -1.463 1.821 -0.404
C -2.336 -2.061 0.763 0.533
N -3.423 -2.867 0.745 -0.417
C -3.770 -3.567 -0.476 -0.216
C -3.094 -4.940 -0.514 -0.413
H -3.393 -5.470 -1.418 0.215
H -2.011 -4.801 -0.542 0.204
C -3.479 -5.742 0.728 -0.400
H -2.953 -6.698 0.732 0.215
H -4.552 -5.950 0.707 0.194
C -3.141 -4.953 1.991 -0.414
C -3.820 -3.582 1.939 -0.205
H -4.906 -3.709 1.900 0.198
H -3.574 -2.988 2.817 0.215
H -2.061 -4.812 2.061 0.206
H -3.473 -5.494 2.878 0.214
H -3.470 -2.960 -1.330 0.229
H -4.858 -3.686 -0.492 0.195
O -1.811 -1.668 -0.404 -0.437
H -1.856 -1.587 2.865 0.228
H 0.042 -0.051 1.761 0.271
H -0.506 -0.609 -2.186 0.225
C 1.724 1.230 -0.275 0.652
O 1.605 1.126 0.930 -0.605
H 4.614 2.702 -0.243 0.239
H 3.348 2.600 1.024 0.270
H 5.415 6.594 -1.786 0.212
H 3.723 6.375 -2.243 0.229
H 4.291 7.960 -1.697 0.215
```

Computed properties:
* HOMO: -7.073 eV
* frontier orbital gap: 6.92 eV
* F_max: 0.0228 hartree/bohr
* 2S+1: 1
* electronic energy: -1543.73795 Eh
* charge: 0

***

Entry 5:
Below is a gas-phase ion, C5H8N (charge +1) in a non-equilibrium geometry, with properties calculated with wB97M-V/def2-TZVPD.

XYZ file:
```
14
Properties=species:S:1:pos:R:3:nbo_charge:R:1
C -0.558 -0.041 0.316 0.436
C -1.249 0.215 -0.783 -0.199
C -1.944 1.296 -1.524 -0.673
C 1.923 -0.662 0.470 -0.192
C 1.489 -0.800 1.911 -0.159
N 0.540 -0.331 0.796 -0.329
H -2.961 1.663 -1.816 0.332
H -1.939 -0.764 -0.707 0.286
H -1.789 0.635 -2.376 0.267
H -0.927 1.790 -1.352 0.258
H 2.535 0.184 0.205 0.246
H 2.031 -1.510 -0.054 0.232
H 1.259 -1.725 2.364 0.249
H 1.591 0.050 2.551 0.245
```

Computed properties:
* HOMO: -14.596 eV
* frontier orbital gap: 10.33 eV
* F_max: 0.1578 hartree/bohr
* 2S+1: 1
* electronic energy: -249.58862 Eh
* charge: +1

***

Entry 6:
Below is 11 unconnected molecules or ions with the total composition C11H44O11 in a non-equilibrium geometry, with properties calculated with wB97M-V/def2-TZVPD.

XYZ file:
```
66
Properties=species:S:1:pos:R:3:nbo_charge:R:1
C 2.600 -4.140 -0.617 -0.253
O 3.111 -2.886 -0.976 -0.753
H 2.957 -5.018 -1.175 0.154
H 2.748 -4.478 0.414 0.180
H 1.506 -4.108 -0.714 0.153
H 2.494 -2.514 -1.644 0.497
C -1.479 -3.699 -0.449 -0.252
O -1.580 -4.950 0.215 -0.726
H -2.451 -3.426 -0.869 0.173
H -1.204 -2.900 0.248 0.181
H -0.703 -3.748 -1.219 0.158
H -1.010 -5.592 -0.204 0.466
C -2.186 0.131 4.572 -0.260
O -3.248 -0.159 5.488 -0.723
H -1.774 1.117 4.803 0.153
H -1.390 -0.619 4.648 0.182
H -2.515 0.082 3.536 0.187
H -2.873 0.022 6.354 0.459
C -3.659 1.115 -1.435 -0.247
O -4.490 0.302 -2.252 -0.718
H -2.971 1.706 -2.056 0.155
H -4.259 1.838 -0.878 0.158
H -3.008 0.558 -0.770 0.189
H -4.998 0.907 -2.798 0.463
C 1.597 -2.530 2.326 -0.256
O 0.803 -1.744 3.212 -0.752
H 0.928 -3.041 1.632 0.162
H 2.311 -1.871 1.821 0.163
H 2.212 -3.237 2.879 0.177
H 0.329 -1.145 2.611 0.489
C -3.778 2.558 1.791 -0.247
O -2.577 1.861 1.503 -0.754
H -3.682 3.174 2.685 0.176
H -4.018 3.244 0.971 0.158
H -4.624 1.879 1.841 0.197
H -1.837 2.478 1.530 0.478
C -0.488 3.716 -1.927 -0.247
O -0.009 3.372 -3.237 -0.739
H -0.053 2.976 -1.252 0.185
H -0.216 4.739 -1.673 0.173
H -1.576 3.594 -1.879 0.159
H 0.444 4.135 -3.597 0.468
C 3.266 0.893 -1.395 -0.264
O 3.921 1.507 -0.283 -0.752
H 2.304 1.397 -1.497 0.180
H 3.771 1.134 -2.336 0.169
H 3.176 -0.182 -1.245 0.193
H 4.835 1.214 -0.251 0.484
C 0.207 -0.282 0.013 -0.257
O -0.568 -0.394 1.196 -0.752
H -0.301 -0.190 -0.956 0.158
H 0.805 0.635 0.103 0.167
H 0.899 -1.115 -0.115 0.194
H -1.251 0.283 1.109 0.499
C 2.551 4.565 0.950 -0.243
O 1.903 3.459 0.349 -0.762
H 1.791 5.206 1.397 0.173
H 3.259 4.256 1.721 0.170
H 3.045 5.166 0.179 0.158
H 2.566 2.796 0.108 0.494
C 1.511 -2.644 -3.948 -0.251
O 1.423 -1.797 -2.816 -0.757
H 1.873 -3.620 -3.636 0.194
H 0.516 -2.845 -4.366 0.172
H 2.090 -2.198 -4.757 0.176
H 1.022 -0.944 -2.986 0.493
```

Computed properties:
* HOMO: -9.348 eV
* frontier orbital gap: 9.68 eV
* F_max: 0.0313 hartree/bohr
* 2S+1: 1
* electronic energy: -1272.91383 Eh
* charge: 0